# 1
A structure of composition C45H38N4O7PdS2. Source: the Open Molecules 2025 dataset; level of theory: ωB97M-V/def2-TZVPD.

The total charge is 0. The value obtained for the HOMO energy is -0.2642 Ha. The energy is -3407.45247 Eh.

CARTESIAN COORDINATES (ANGSTROEM)
Pd: 0.246 0.645 -0.665
O: 3.053 -0.317 5.402
C: 2.747 0.382 4.478
C: 1.499 1.270 4.382
O: 0.694 1.461 5.247
C: 1.501 1.860 2.972
C: 2.627 1.281 2.342
O: 1.418 -0.747 0.876
C: 3.496 0.516 3.149
O: 4.566 -0.019 2.887
O: 0.672 2.639 2.508
C: 4.820 7.380 -1.514
C: 4.135 6.097 -1.138
C: 2.751 6.019 -1.057
C: 2.126 4.833 -0.694
C: 2.901 3.718 -0.432
C: 4.289 3.767 -0.496
C: 4.892 4.958 -0.847
S: 2.028 2.231 0.014
O: 3.089 1.680 1.075
C: 2.197 1.219 -1.464
C: 1.374 1.767 -2.501
C: 1.397 1.203 -3.753
C: 2.206 0.090 -4.024
C: 2.224 -0.498 -5.319
C: 3.008 -1.576 -5.586
C: 3.816 -2.129 -4.561
C: 3.825 -1.589 -3.313
C: 3.028 -0.449 -2.997
C: 3.045 0.136 -1.703
C: 4.044 -0.424 -0.739
C: 5.398 0.003 -0.900
C: 5.750 1.046 -1.798
C: 7.045 1.456 -1.923
C: 8.069 0.842 -1.166
C: 7.766 -0.179 -0.316
C: 6.430 -0.630 -0.170
C: 6.115 -1.729 0.658
C: 4.825 -2.136 0.807
C: 3.785 -1.453 0.143
S: 2.089 -1.944 0.401
O: 1.593 -2.598 -0.781
C: 2.030 -3.067 1.763
C: 1.214 -4.179 1.621
C: 0.926 -4.950 2.737
C: 1.425 -4.613 3.990
C: 1.051 -5.414 5.206
C: 2.243 -3.490 4.107
C: 2.540 -2.706 3.008
H: 4.099 8.167 -1.729
H: 5.447 7.241 -2.396
H: 5.466 7.724 -0.705
H: 2.152 6.898 -1.260
H: 1.048 4.782 -0.596
H: 4.883 2.896 -0.252
H: 5.973 5.011 -0.890
H: 0.818 2.679 -2.326
H: 0.782 1.618 -4.542
H: 1.594 -0.068 -6.088
H: 3.016 -2.016 -6.574
H: 4.425 -2.998 -4.773
H: 4.435 -2.039 -2.542
H: 4.977 1.521 -2.388
H: 7.292 2.256 -2.609
H: 9.091 1.179 -1.272
H: 8.542 -0.667 0.261
H: 6.911 -2.243 1.180
H: 4.600 -2.986 1.431
H: 0.822 -4.434 0.646
H: 0.295 -5.824 2.629
H: 0.869 -6.458 4.953
H: 0.138 -5.015 5.652
H: 1.832 -5.371 5.963
H: 2.639 -3.207 5.074
H: 3.157 -1.824 3.129
C: -2.732 0.818 -1.699
N: -4.167 0.718 -1.472
C: -4.464 -0.626 -0.967
N: -3.750 -0.917 0.278
C: -2.321 -0.795 0.026
N: -1.958 0.560 -0.465
C: -2.395 1.542 0.564
N: -3.825 1.449 0.821
C: -4.539 1.686 -0.434
C: -4.129 0.090 1.274
H: -2.487 1.821 -2.053
H: -2.426 0.092 -2.455
H: -4.178 -1.361 -1.721
H: -5.537 -0.707 -0.788
H: -2.014 -1.524 -0.726
H: -1.765 -0.982 0.946
H: -2.153 2.543 0.204
H: -1.832 1.364 1.481
H: -4.311 2.693 -0.790
H: -5.613 1.613 -0.253
H: -5.201 0.011 1.467
H: -3.589 -0.104 2.202

***

# 2
A cluster of 8 separate species, C45H39BN3O17 in total. Source: the Open Molecules 2025 dataset; level of theory: ωB97M-V/def2-TZVPD.

The total charge is +1. As for the energy above the lowest of the compared OMol25 structures with the same formula, charge and spin: 0.0 kJ/mol. The value obtained for the HOMO energy is -0.4017 Ha. The energy is -3205.98279 Eh.

CARTESIAN COORDINATES (ANGSTROEM)
C: 9.144 0.947 0.107
C: 9.608 2.043 -0.821
O: 8.762 2.108 -2.000
B: 7.897 3.136 -2.152
O: 8.092 4.163 -3.005
N: 6.560 3.089 -1.392
C: 5.758 2.031 -1.540
N: 5.986 0.983 -2.436
N: 4.653 1.923 -0.853
O: 4.334 2.851 0.091
H: 9.111 -0.005 -0.424
H: 8.139 1.146 0.488
H: 9.821 0.846 0.954
H: 10.615 1.860 -1.188
H: 9.613 3.013 -0.316
H: 8.121 5.073 -2.708
H: 6.593 3.434 -0.435
H: 6.872 0.528 -2.240
H: 5.960 1.259 -3.412
H: 4.037 1.130 -0.984
H: 3.563 3.346 -0.297
C: 1.864 3.552 -3.857
C: 2.086 3.890 -5.126
C: 3.194 4.807 -5.498
O: 3.409 5.115 -6.646
C: 4.047 5.340 -4.395
C: 3.822 5.000 -3.129
C: 2.720 4.077 -2.779
O: 2.529 3.747 -1.614
H: 1.063 2.884 -3.575
H: 1.473 3.509 -5.932
H: 4.843 6.011 -4.693
H: 4.420 5.372 -2.306
C: -1.550 -1.569 -4.302
C: -0.654 -0.586 -4.314
C: -0.845 0.620 -5.148
O: -0.022 1.519 -5.159
C: -2.071 0.703 -5.976
C: -2.970 -0.276 -5.971
C: -2.783 -1.493 -5.134
O: -3.602 -2.382 -5.134
H: -1.443 -2.458 -3.696
H: 0.250 -0.616 -3.718
H: -2.181 1.598 -6.576
H: -3.874 -0.246 -6.566
C: -5.306 -1.238 -1.143
C: -6.608 -1.315 -0.886
C: -7.382 -2.542 -1.213
O: -8.570 -2.611 -0.974
C: -6.657 -3.675 -1.839
C: -5.355 -3.594 -2.103
C: -4.584 -2.376 -1.765
O: -3.389 -2.311 -1.987
H: -4.713 -0.362 -0.912
H: -7.167 -0.508 -0.430
H: -7.247 -4.556 -2.061
H: -4.795 -4.401 -2.559
C: 1.563 2.670 5.404
C: 1.118 2.884 4.167
C: 1.990 2.667 2.992
O: 1.604 2.856 1.855
C: 3.381 2.208 3.238
C: 3.835 1.993 4.468
C: 2.954 2.207 5.649
O: 3.366 2.012 6.772
H: 0.955 2.831 6.284
H: 0.112 3.224 3.959
H: 3.974 2.057 2.346
H: 4.842 1.658 4.680
C: -1.032 -6.223 -0.703
C: -2.098 -5.834 -1.396
C: -3.036 -6.829 -1.980
O: -4.004 -6.463 -2.613
C: -2.747 -8.267 -1.763
C: -1.679 -8.654 -1.070
C: -0.736 -7.664 -0.486
O: 0.237 -8.014 0.143
H: -0.329 -5.526 -0.264
H: -2.340 -4.792 -1.572
H: -3.450 -8.965 -2.198
H: -1.440 -9.695 -0.895
C: -11.340 -7.421 -0.060
C: -12.500 -7.045 0.471
C: -12.774 -5.620 0.799
O: -13.831 -5.282 1.285
C: -11.704 -4.632 0.508
C: -10.544 -5.007 -0.023
C: -10.273 -6.429 -0.348
O: -9.213 -6.769 -0.834
H: -11.114 -8.450 -0.308
H: -13.298 -7.742 0.693
H: -11.929 -3.602 0.753
H: -9.748 -4.311 -0.253
C: 4.367 5.270 9.146
C: 3.418 4.709 8.402
C: 1.982 4.931 8.699
O: 1.114 4.415 8.024
C: 1.639 5.803 9.850
C: 2.588 6.365 10.593
C: 4.029 6.143 10.300
O: 4.894 6.657 10.973
H: 5.423 5.126 8.957
H: 3.633 4.069 7.559
H: 0.583 5.946 10.040
H: 2.370 7.004 11.439

***

# 3
A structure of composition C45H39BN8O2Sr. Source: the Open Molecules 2025 dataset; level of theory: ωB97M-V/def2-TZVPD.

The total charge is 0. As for the energy above the lowest of the compared OMol25 structures with the same formula, charge and spin: 7.5 kJ/mol. The value obtained for the HOMO energy is -0.3084 Ha. The energy is -2382.62807 Eh.

CARTESIAN COORDINATES (ANGSTROEM)
Sr: 0.358 0.057 -0.751
C: -0.915 -1.824 -6.175
C: -0.939 -1.999 -4.694
C: -1.477 -3.046 -3.968
C: -1.233 -2.715 -2.632
N: -0.612 -1.549 -2.552
N: -0.417 -1.104 -3.826
B: 0.354 0.205 -4.174
N: -0.357 1.502 -3.652
N: -0.549 1.825 -2.334
C: -1.239 2.958 -2.305
C: -1.511 3.392 -3.605
C: -0.940 2.443 -4.427
C: -0.940 2.409 -5.917
C: -1.633 3.594 -1.030
C: -1.588 2.935 0.196
C: -2.005 3.565 1.361
C: -2.471 4.871 1.322
C: -2.510 5.542 0.111
C: -2.097 4.909 -1.050
N: 1.853 0.118 -3.754
N: 2.256 -0.089 -2.468
C: 3.581 -0.180 -2.484
C: 4.065 -0.014 -3.785
C: 2.935 0.166 -4.561
C: 2.845 0.378 -6.035
C: 4.277 -0.458 -1.213
C: 5.436 0.221 -0.847
C: 6.043 -0.039 0.372
C: 5.505 -0.981 1.235
C: 4.358 -1.674 0.874
C: 3.754 -1.416 -0.346
C: -1.515 -3.439 -1.378
C: -1.334 -4.819 -1.312
C: -1.527 -5.494 -0.116
C: -1.897 -4.793 1.025
C: -2.086 -3.420 0.967
C: -1.901 -2.748 -0.233
H: -1.409 -2.674 -6.645
H: -1.438 -0.919 -6.483
H: 0.101 -1.770 -6.564
H: -1.989 -3.910 -4.352
H: 0.343 0.288 -5.358
H: -2.060 4.261 -3.921
H: -1.444 3.295 -6.300
H: 0.070 2.394 -6.325
H: -1.463 1.533 -6.301
H: -1.232 1.920 0.333
H: -1.966 3.023 2.296
H: -2.799 5.358 2.231
H: -2.862 6.564 0.064
H: -2.127 5.447 -1.988
H: 5.086 -0.051 -4.120
H: 3.845 0.375 -6.466
H: 2.264 -0.406 -6.519
H: 2.377 1.333 -6.273
H: 5.843 0.969 -1.515
H: 6.936 0.505 0.650
H: 5.979 -1.181 2.187
H: 3.937 -2.419 1.536
H: 2.885 -1.988 -0.651
H: -1.021 -5.357 -2.197
H: -1.375 -6.564 -0.074
H: -2.044 -5.317 1.961
H: -2.382 -2.857 1.843
H: -2.078 -1.679 -0.262
O: 1.582 0.704 1.232
C: 0.656 0.386 2.003
N: 0.689 0.521 3.346
C: -0.551 0.060 3.949
C: -1.306 -0.396 2.663
O: -2.454 -0.792 2.671
N: -0.541 -0.133 1.571
C: -0.290 -1.135 4.859
C: -0.226 -0.993 6.237
C: 0.099 -2.077 7.043
C: 0.358 -3.313 6.477
C: 0.293 -3.463 5.097
C: -0.029 -2.383 4.295
C: -1.337 1.176 4.619
C: -0.832 2.464 4.725
C: -1.586 3.471 5.317
C: -2.853 3.198 5.803
C: -3.365 1.910 5.694
C: -2.615 0.905 5.110
H: 1.539 0.765 3.823
H: -0.435 -0.033 6.690
H: 0.145 -1.950 8.117
H: 0.607 -4.158 7.105
H: 0.487 -4.425 4.641
H: -0.088 -2.520 3.221
H: 0.145 2.704 4.327
H: -1.180 4.471 5.394
H: -3.443 3.979 6.263
H: -4.358 1.687 6.065
H: -3.018 -0.092 5.013

***

LUMO per entry: -0.231; -4.191; 0.547 eV